# 1
This record from the Open Molecules 2025 dataset describes the molecule C6H14O in a non-equilibrium geometry. The level of theory is ωB97M-V/def2-TZVPD.

Geometry as XYZ:
```
21
C6H14O, DFT ωB97M-V/def2-TZVPD
C -1.964 -1.016 -1.103
C -2.121 -0.344 0.256
C -1.317 0.954 0.074
C 0.036 0.881 0.753
C 1.216 0.658 -0.216
O 2.099 -0.472 0.278
C 3.183 -0.663 -0.620
H -2.592 -1.906 -1.021
H -0.916 -1.454 -1.134
H -2.244 -0.391 -1.994
H -3.171 -0.076 0.388
H -1.942 -1.083 1.092
H -1.125 1.326 -0.962
H -1.964 1.773 0.397
H 0.088 0.115 1.539
H 0.102 1.855 1.248
H 0.997 0.563 -1.315
H 1.860 1.536 -0.156
H 2.874 -0.906 -1.653
H 3.735 -1.516 -0.211
H 3.874 0.197 -0.735
```

E in eV: -8494.7772
SMILES: CCCCCOC

---

# 2
This record from the Open Molecules 2025 dataset describes a structure of composition C2H7N5S in a non-equilibrium geometry. The level of theory is ωB97M-V/def2-TZVPD.

Geometry as XYZ:
```
15
C2H7N5S, DFT ωB97M-V/def2-TZVPD
C 0.113 -0.446 0.050
C -1.909 2.371 -0.527
H 0.291 -2.873 1.411
H -0.787 -3.176 -0.428
H 1.771 -1.777 -0.365
H 2.631 0.699 1.442
H 0.364 1.461 -0.848
H -2.952 2.506 -0.487
H -0.987 3.267 -0.292
N 0.029 -2.556 0.170
N -0.741 -1.298 0.442
N 1.462 -0.717 -0.311
N -0.224 0.883 -0.099
N -1.618 1.157 -0.191
S 2.555 0.500 0.032
```

E in eV: -20466.9758

---

# 3
This record from the Open Molecules 2025 dataset describes a structure of composition C25H35F3KN8O4S in a non-equilibrium geometry. The level of theory is ωB97M-V/def2-TZVPD.

Geometry as XYZ:
```
77
C25H35F3KN8O4S, DFT ωB97M-V/def2-TZVPD
K 0.187 -1.352 0.198
O -3.519 -2.060 3.045
C -2.463 -1.773 2.497
N -1.842 -2.430 1.493
C -1.708 -3.761 1.482
O -1.606 -4.535 2.432
C -1.567 -4.408 0.093
C -0.772 -5.550 -0.008
C -0.717 -6.226 -1.208
C -1.486 -5.764 -2.268
C -2.244 -4.624 -2.074
N -2.277 -3.933 -0.930
C -1.786 -0.468 2.970
C -2.330 0.195 4.067
C -1.686 1.315 4.556
C -0.516 1.742 3.943
C -0.047 1.023 2.858
N -0.663 -0.059 2.383
H -0.232 -5.875 0.870
H -0.095 -7.107 -1.317
H -1.499 -6.268 -3.225
H -2.853 -4.234 -2.884
H -3.236 -0.200 4.502
H -2.084 1.847 5.412
H 0.025 2.611 4.294
H 0.869 1.299 2.347
C -1.539 -0.509 -3.601
C -0.477 0.583 -3.788
N 0.283 0.867 -2.593
C 1.727 0.839 -2.681
C 2.290 -0.551 -2.990
N 1.682 -1.580 -2.178
C 1.217 -2.772 -2.849
C -0.043 -2.482 -3.679
N -1.006 -1.683 -2.953
H -1.974 -0.716 -4.597
H -2.343 -0.122 -2.972
H -0.975 1.480 -4.180
H 0.212 0.261 -4.577
H -0.052 1.661 -2.067
H 2.105 1.140 -1.703
H 2.143 1.537 -3.431
H 3.380 -0.505 -2.859
H 2.127 -0.789 -4.048
H 2.243 -1.805 -1.362
H 0.965 -3.512 -2.081
H 1.972 -3.241 -3.504
H -0.465 -3.437 -4.018
H 0.249 -1.942 -4.585
H -1.706 -2.228 -2.475
C 1.617 4.351 2.255
N 0.883 3.921 1.076
C 1.720 3.369 0.020
C -0.456 3.785 1.041
S -1.251 2.825 -0.067
N -1.133 4.497 2.034
C -0.999 5.948 1.946
C -2.509 4.109 2.293
H 2.370 3.595 2.489
H 0.940 4.455 3.098
H 2.132 5.300 2.082
H 2.663 3.917 0.017
H 1.227 3.491 -0.942
H 1.918 2.308 0.181
H 0.017 6.233 1.689
H -1.251 6.402 2.906
H -1.674 6.353 1.181
H -2.575 3.037 2.455
H -3.175 4.375 1.465
H -2.831 4.628 3.198
F 5.244 -1.595 0.929
C 4.315 -0.985 1.691
F 4.806 0.228 2.002
F 4.230 -1.679 2.840
C 2.944 -0.922 0.962
O 2.516 -2.046 0.627
O 2.446 0.202 0.774
```

E in eV: -81921.2338
Total charge: -1

---

# 4
This record from the Open Molecules 2025 dataset describes a structure of composition C23H43Cl2N4NiO7Si in a non-equilibrium geometry. The level of theory is ωB97M-V/def2-TZVPD.

Geometry as XYZ:
```
81
C23H43Cl2N4NiO7Si, DFT ωB97M-V/def2-TZVPD
C -1.649 -0.478 -4.263
C -1.080 -1.692 -3.607
H -1.126 -0.211 -5.193
H -1.549 0.375 -3.569
H -2.719 -0.606 -4.506
C -0.624 -2.768 -4.267
C -0.569 -2.888 -5.754
H -0.291 -3.645 -3.704
H -0.784 -1.926 -6.232
H -1.326 -3.602 -6.099
H 0.392 -3.256 -6.142
Ni 0.413 0.585 -0.548
Cl -1.105 1.723 -1.673
C -0.455 -1.730 1.405
O 0.406 -0.890 1.074
N -0.165 -2.824 2.120
C 1.179 -2.979 2.641
C -1.185 -3.691 2.683
H -1.504 -1.627 1.080
H 1.722 -2.050 2.455
H 1.667 -3.818 2.127
H 1.122 -3.206 3.709
H -2.174 -3.259 2.509
H -1.022 -3.827 3.760
H -1.148 -4.689 2.227
H 0.898 2.481 4.525
H -1.428 3.647 4.206
C 1.167 2.768 3.508
C -0.995 3.977 3.251
N -0.041 2.999 2.741
H 1.762 1.987 3.035
C -0.185 2.421 1.554
O 0.757 1.771 1.013
H -1.781 4.087 2.496
H -1.156 2.543 1.047
H 1.742 3.698 3.561
H -0.496 4.946 3.412
H 1.339 -0.143 -3.782
H 2.173 -2.697 -3.301
C 2.357 0.143 -3.477
C 3.125 -2.179 -3.095
N 2.892 -0.849 -2.553
H 2.334 1.133 -3.004
C 2.933 -0.645 -1.229
O 2.490 0.377 -0.657
H 3.695 -2.755 -2.351
H 3.397 -1.474 -0.660
H 3.007 0.146 -4.362
H 3.687 -2.095 -4.035
O 0.174 -0.974 -1.757
C -0.960 -1.648 -2.075
C 0.294 -3.655 -1.093
C -0.927 -3.036 -1.391
H 1.234 -3.103 -1.230
C 0.301 -4.970 -0.621
H -1.827 -1.056 -1.718
C -2.139 -3.663 -1.104
H 1.261 -5.460 -0.424
C -0.911 -5.641 -0.421
C -2.125 -4.976 -0.629
H -3.066 -3.104 -1.290
H -0.898 -6.680 -0.079
H -3.063 -5.493 -0.418
Si -0.275 5.345 -2.668
Cl -0.306 3.712 -3.951
C 1.541 5.704 -2.364
C -1.365 5.074 -1.180
C -0.933 6.829 -3.643
H 2.118 4.773 -2.270
H 1.684 6.324 -1.466
H 1.923 6.269 -3.233
H -0.246 7.036 -4.477
H -1.009 7.733 -3.017
H -1.922 6.600 -4.066
H -1.216 4.091 -0.710
H -2.417 5.128 -1.498
H -1.185 5.872 -0.444
O -1.113 1.033 4.425
N -0.970 -0.136 3.982
O 0.005 -0.831 4.403
O -1.809 -0.600 3.148
```

Multiplicity: 3
E in eV: -118809.7195
Total charge: -1

---

# 5
This record from the Open Molecules 2025 dataset describes a structure of composition HgI. The level of theory is ωB97M-V/def2-TZVPD.

Geometry as XYZ:
```
2
HgI, DFT ωB97M-V/def2-TZVPD
Hg 2.417 -0.575 -0.046
I -2.417 0.575 0.046
```

E in eV: -12263.8267
Total charge: +1

---

# 6
This record from the Open Molecules 2025 dataset describes a cluster of 12 separate species, C4H30NO13 in total in a non-equilibrium geometry. The level of theory is ωB97M-V/def2-TZVPD.

Geometry as XYZ:
```
48
C4H30NO13, DFT ωB97M-V/def2-TZVPD
C -0.842 -2.857 -0.075
C -0.634 -1.602 0.806
C 0.076 -0.427 -0.103
C 1.580 -0.450 -0.005
O 2.215 -1.495 0.087
O 2.057 0.723 0.210
N 0.082 -1.821 1.999
H 0.099 -3.394 -0.179
H -1.270 -2.585 -1.032
H -1.569 -3.356 0.521
H -1.542 -1.042 0.980
H -0.193 -0.474 -1.142
H -0.367 0.454 0.355
H 0.775 -1.128 2.259
H 0.180 -2.812 2.230
H -3.664 1.525 -0.765
H -3.259 0.110 -1.101
O -3.817 0.616 -0.484
H -1.510 -0.639 -3.063
H -1.685 0.652 -2.522
O -2.146 -0.213 -2.467
H 0.608 -3.342 -3.664
H 1.535 -2.300 -2.967
O 0.626 -2.460 -3.287
H 2.589 -2.326 -1.422
H 3.999 -2.258 -2.034
O 3.106 -2.609 -2.201
H -1.421 2.559 1.012
H -0.331 3.451 0.418
O -1.232 3.473 0.761
H 2.324 2.733 2.340
H 1.458 2.075 1.240
O 1.428 2.419 2.179
H -3.371 -0.910 2.215
H -4.371 -0.180 1.476
O -4.068 -1.098 1.571
H 3.050 -1.115 2.249
H 2.966 0.367 1.717
O 3.204 -0.199 2.486
H -1.209 3.477 -2.216
H 0.064 2.679 -2.162
O -0.880 2.582 -2.356
H 3.012 3.098 -1.597
H 2.252 1.920 -0.637
O 2.229 2.590 -1.392
H -0.624 1.130 3.392
H -0.376 2.533 3.204
O -1.132 1.923 3.166
```

Multiplicity: 2
E in eV: -32740.4102

---

Among the records above, which one has the lowest E?
C23H43Cl2N4NiO7Si